A cluster of 17 separate species, C68H187N17O17 in total at a distorted geometry. Source: the Open Molecules 2025 dataset; level of theory: ωB97M-V/def2-TZVPD.

Values from the calculation:
HOMO-LUMO gap   9.21 eV
Strongest force on any atom   4.8 eV/Å
HOMO level   -0.32284 hartree
Energy above the lowest of the compared OMol25 structures with the same formula, charge and spin   5.445 eV

Structure (XYZ):
```
289
Properties=species:S:1:pos:R:3:mulliken_charge:R:1
C 1.87 -1.16 7.20 -1.33
C 0.84 -1.57 6.16 0.04
C -0.18 -0.47 5.84 0.32
O -0.86 0.09 6.92 -0.36
C -1.57 -0.82 7.80 -0.96
N 1.55 -1.92 4.93 -0.31
H 2.62 -1.95 7.34 0.32
H 1.42 -0.95 8.17 0.37
H 2.26 -0.20 6.82 0.19
H 0.36 -2.54 6.40 0.39
H -0.92 -0.82 5.15 0.03
H 0.40 0.30 5.42 -0.03
H -2.02 -1.60 7.21 0.44
H -2.44 -0.19 8.23 0.24
H -0.98 -1.27 8.55 0.35
H 1.10 -2.56 4.30 0.30
H 1.91 -1.11 4.37 -0.06
C -3.76 1.56 5.44 -0.51
C -3.13 2.96 5.63 2.62
C -4.16 4.09 5.45 -1.30
O -4.75 3.89 4.19 0.00
C -5.73 4.85 3.88 -0.90
N -2.71 3.12 7.07 -0.93
H -3.12 0.71 5.67 0.06
H -3.99 1.47 4.37 -0.25
H -4.77 1.51 5.94 0.19
H -2.23 3.10 5.00 -1.16
H -3.65 5.08 5.56 0.33
H -4.93 3.99 6.23 0.32
H -5.97 4.64 2.83 0.21
H -5.39 5.92 3.92 0.33
H -6.62 4.89 4.54 0.32
H -2.11 3.95 7.09 0.36
H -2.10 2.33 7.24 0.31
C -5.41 3.00 -1.88 -1.54
C -4.31 3.40 -0.91 1.31
C -3.25 4.33 -1.56 -0.75
O -2.48 3.55 -2.50 0.09
C -1.89 4.52 -3.41 -0.70
N -4.85 4.02 0.32 -0.31
H -6.07 2.28 -1.32 0.23
H -4.90 2.37 -2.61 0.21
H -6.00 3.74 -2.41 0.48
H -3.80 2.47 -0.61 -0.87
H -2.53 4.70 -0.76 -0.22
H -3.70 5.09 -2.12 0.98
H -1.29 5.21 -2.83 0.31
H -2.60 5.05 -4.03 0.35
H -1.18 4.01 -4.08 -0.09
H -5.03 3.30 1.03 0.14
H -5.74 4.41 0.03 0.27
C 2.01 6.42 -0.57 -1.03
C 2.75 5.42 -1.48 0.16
C 2.35 4.02 -1.07 -0.52
O 0.96 3.96 -1.24 0.45
C 0.37 2.77 -0.70 0.83
N 2.65 5.70 -2.95 0.11
H 1.02 6.63 -0.91 0.32
H 2.51 7.44 -0.38 0.43
H 1.99 6.11 0.47 -0.12
H 3.82 5.60 -1.16 -0.09
H 2.52 3.92 0.00 -0.47
H 2.75 3.14 -1.59 0.31
H -0.71 2.78 -0.88 -0.48
H 0.61 2.74 0.30 -0.81
H 0.72 1.86 -1.14 0.49
H 2.55 6.74 -2.99 0.29
H 1.82 5.25 -3.36 -0.09
C 4.15 -2.33 -3.20 -0.05
C 5.47 -2.55 -2.49 0.36
C 5.24 -2.95 -1.01 -0.22
O 4.31 -4.01 -1.02 -0.30
C 4.03 -4.41 0.27 -0.54
N 6.31 -3.54 -3.10 -0.78
H 4.42 -2.13 -4.25 0.21
H 3.59 -1.42 -2.94 -0.15
H 3.51 -3.20 -3.13 -0.20
H 6.10 -1.61 -2.49 0.30
H 4.79 -2.09 -0.47 -0.29
H 6.15 -3.21 -0.48 0.52
H 4.92 -4.64 0.84 0.41
H 3.40 -5.35 0.24 0.21
H 3.44 -3.67 0.79 -0.01
H 6.37 -3.34 -4.09 0.30
H 5.90 -4.50 -2.95 0.29
C -4.41 -2.27 -3.32 -1.20
C -3.95 -1.07 -4.13 1.64
C -2.44 -1.10 -4.31 -0.97
O -1.71 -1.17 -3.10 0.85
C -1.82 0.00 -2.30 0.08
N -4.62 -0.92 -5.49 -0.77
H -5.49 -2.37 -3.18 0.58
H -3.95 -2.25 -2.33 -0.06
H -4.13 -3.28 -3.69 0.35
H -4.30 -0.23 -3.52 -0.76
H -2.19 -0.24 -4.93 -0.17
H -2.23 -1.95 -4.88 0.49
H -2.82 0.15 -1.93 -0.44
H -1.63 0.80 -3.02 0.64
H -0.99 0.01 -1.64 -1.16
H -4.77 0.09 -5.67 0.27
H -5.51 -1.43 -5.53 0.27
C 0.74 -5.82 -1.78 -1.28
C 0.44 -4.50 -2.48 1.39
C 0.81 -4.37 -3.94 -0.11
O 0.29 -5.51 -4.74 -0.51
C 0.46 -5.27 -6.18 -0.87
N -0.97 -4.07 -2.19 0.56
H 1.79 -5.98 -1.62 0.31
H 0.33 -6.69 -2.32 0.28
H 0.20 -5.77 -0.81 0.17
H 1.00 -3.66 -2.01 -0.78
H 1.93 -4.33 -4.08 0.49
H 0.29 -3.58 -4.34 -0.01
H -0.08 -4.42 -6.47 0.20
H 0.07 -6.16 -6.60 0.37
H 1.48 -5.29 -6.48 0.36
H -1.19 -3.19 -2.51 -0.62
H -1.61 -4.79 -2.60 0.28
C 3.21 3.44 -7.22 -0.93
C 2.76 4.83 -7.55 0.49
C 1.79 5.39 -6.53 -0.28
O 0.62 4.56 -6.29 -0.01
C -0.16 4.14 -7.38 -0.67
N 3.97 5.69 -7.55 -0.80
H 3.20 3.20 -6.08 -0.16
H 4.22 3.24 -7.46 0.63
H 2.57 2.75 -7.69 0.22
H 2.30 4.91 -8.54 0.43
H 1.54 6.38 -6.83 0.41
H 2.41 5.41 -5.58 -0.33
H 0.48 3.47 -8.11 0.23
H -0.56 5.04 -7.98 0.28
H -1.06 3.56 -7.00 0.19
H 4.31 5.68 -6.60 0.06
H 3.71 6.66 -7.50 0.34
C -2.66 -6.22 6.69 -1.54
C -3.77 -5.19 6.33 0.72
C -4.86 -5.87 5.46 -0.47
O -5.85 -4.91 5.14 -0.35
C -6.64 -5.25 4.05 -0.50
N -4.24 -4.49 7.55 -0.57
H -1.87 -5.67 7.17 0.42
H -2.19 -6.68 5.72 0.27
H -2.99 -7.10 7.28 0.40
H -3.19 -4.51 5.69 0.06
H -5.31 -6.73 6.03 0.28
H -4.40 -6.20 4.49 0.09
H -7.14 -6.22 4.25 0.34
H -5.98 -5.16 3.18 0.05
H -7.35 -4.46 3.98 0.27
H -5.01 -3.86 7.39 0.28
H -4.50 -5.20 8.20 0.26
C -0.85 7.31 2.57 -1.39
C -1.55 6.16 1.77 -0.05
C -0.88 4.81 1.91 1.20
O -0.67 4.49 3.31 -0.63
C -0.08 3.20 3.41 0.61
N -2.91 6.14 2.24 -0.53
H -0.93 7.06 3.70 0.15
H -1.56 8.15 2.24 0.33
H 0.17 7.56 2.33 0.39
H -1.46 6.42 0.69 0.53
H 0.04 4.81 1.33 -0.57
H -1.45 3.98 1.46 0.07
H 0.61 3.10 2.62 -0.47
H -0.90 2.48 3.33 -0.57
H 0.29 3.02 4.40 0.54
H -3.30 5.25 1.85 0.17
H -2.76 5.90 3.21 0.27
C 5.27 -2.61 2.80 -0.79
C 5.47 -3.53 4.02 0.51
C 6.92 -3.66 4.33 -0.85
O 7.58 -4.21 3.22 -0.27
C 9.00 -4.01 3.14 -0.70
N 4.76 -2.95 5.08 -0.49
H 4.18 -2.50 2.66 -0.09
H 5.76 -2.91 1.89 0.10
H 5.74 -1.68 3.11 0.45
H 5.09 -4.54 3.65 0.10
H 7.11 -4.30 5.18 0.41
H 7.42 -2.73 4.53 0.46
H 9.23 -2.95 3.43 0.31
H 9.24 -4.31 2.10 0.22
H 9.62 -4.66 3.80 0.26
H 4.96 -3.36 5.97 0.26
H 3.77 -2.94 5.04 0.14
C -5.06 -0.45 0.12 0.02
C -6.27 -0.37 1.12 -0.41
C -5.81 -0.37 2.59 -0.42
O -5.19 -1.59 2.92 -0.38
C -4.97 -1.68 4.34 -0.15
N -7.06 0.88 0.81 -0.60
H -4.54 -1.40 0.10 0.16
H -4.36 0.37 0.32 -0.45
H -5.55 -0.28 -0.83 0.44
H -6.92 -1.22 0.98 0.39
H -6.68 -0.26 3.20 0.73
H -5.21 0.50 2.73 -0.11
H -4.02 -1.31 4.53 0.05
H -5.16 -2.68 4.62 -0.45
H -5.71 -1.03 4.75 0.70
H -7.45 0.80 -0.14 0.28
H -7.91 0.78 1.35 0.27
C -2.18 -6.17 1.28 -1.10
C -3.31 -6.25 0.21 1.32
C -4.58 -6.99 0.57 -0.65
O -4.50 -8.42 0.56 -0.40
C -4.50 -9.00 -0.69 -0.66
N -3.68 -4.88 -0.24 -0.34
H -1.75 -7.12 1.51 0.49
H -2.59 -5.80 2.24 0.03
H -1.42 -5.44 1.03 -0.05
H -2.99 -6.78 -0.64 0.29
H -5.33 -6.63 -0.11 0.56
H -4.84 -6.74 1.60 -0.16
H -5.36 -8.57 -1.25 0.31
H -4.63 -10.07 -0.49 0.26
H -3.59 -8.86 -1.28 0.25
H -2.83 -4.41 -0.56 -0.42
H -4.29 -4.86 -1.01 0.24
C 7.20 4.09 -5.29 -1.79
C 5.92 4.33 -4.50 1.21
C 6.01 3.79 -3.03 -0.28
O 6.86 4.64 -2.26 -0.41
C 7.05 4.11 -0.95 -0.40
N 5.38 5.64 -4.62 -0.47
H 7.91 4.83 -4.94 0.40
H 7.05 4.15 -6.33 0.44
H 7.69 3.17 -5.07 0.41
H 5.16 3.66 -4.96 -0.37
H 6.38 2.81 -3.03 0.72
H 5.04 3.85 -2.55 -0.40
H 6.00 4.05 -0.42 -0.02
H 7.76 4.83 -0.51 0.29
H 7.46 3.09 -1.07 0.29
H 4.53 5.72 -4.04 0.21
H 6.11 6.33 -4.47 0.26
C 2.29 -0.46 -5.47 -1.44
C 1.29 0.25 -6.36 1.43
C 0.51 -0.76 -7.23 -0.67
O 1.52 -1.46 -7.95 -0.36
C 0.95 -2.42 -8.77 -0.55
N 0.38 1.02 -5.51 0.20
H 2.89 -1.06 -6.12 0.72
H 1.85 -1.24 -4.82 0.02
H 2.89 0.29 -4.82 0.14
H 1.82 0.94 -7.08 -0.82
H -0.16 -0.27 -7.89 0.72
H -0.13 -1.44 -6.55 0.04
H 0.13 -2.12 -9.47 0.30
H 0.61 -3.32 -8.20 0.04
H 1.76 -2.76 -9.37 0.33
H -0.45 1.02 -6.11 0.22
H 0.65 2.02 -5.52 -0.24
C 4.36 1.25 1.03 -0.36
C 3.58 1.05 2.42 1.05
C 3.67 2.29 3.29 -1.39
O 3.05 3.30 2.49 0.34
C 3.22 4.62 3.05 -0.72
N 2.18 0.65 2.27 1.36
H 5.32 1.80 1.17 0.53
H 3.69 1.83 0.34 -0.26
H 4.62 0.29 0.53 -0.23
H 4.18 0.24 2.94 -0.31
H 4.70 2.58 3.56 0.36
H 3.22 2.20 4.26 0.52
H 2.81 4.59 4.14 0.24
H 2.60 5.31 2.45 -0.03
H 4.27 4.98 3.16 0.30
H 1.82 1.12 1.46 -1.08
H 2.16 -0.36 2.08 -0.48
C -1.59 0.04 2.21 -0.85
C -1.58 -1.21 1.37 3.06
C -0.19 -1.66 0.93 -1.27
O 0.41 -0.58 0.24 1.98
C 1.42 -0.90 -0.66 -1.55
N -2.18 -2.27 2.22 -0.60
H -1.25 0.95 1.68 -0.51
H -0.92 -0.06 3.11 -0.60
H -2.56 0.25 2.61 0.95
H -2.23 -1.08 0.46 -1.11
H -0.31 -2.48 0.23 0.29
H 0.41 -1.92 1.84 -0.52
H 2.13 -1.61 -0.27 0.66
H 1.91 -0.07 -0.98 0.80
H 0.90 -1.39 -1.62 -0.64
H -3.15 -1.98 2.41 0.23
H -2.13 -3.10 1.66 -0.03
```